{
  "formula": "C4H12N3",
  "method": "ωB97M-V/def2-TZVPD",
  "e_above_lowest_ev": 8.417,
  "multiplicity": 1,
  "total_energy_ha": -323.36895,
  "gap_ev": 4.9,
  "charge": 1,
  "e_lumo_ev": -8.88,
  "species": ["C", "C", "C", "N", "C", "N", "N", "H", "H", "H", "H", "H", "H", "H", "H", "H", "H", "H", "H"],
  "positions_angstrom": [[-3.205, 0.631, 0.649], [-1.732, 1.016, 0.393], [-0.961, -0.181, -0.175], [-1.764, -1.097, -0.727], [2.862, -0.450, -0.603], [4.139, -1.098, -0.419], [2.294, 0.559, -0.112], [-3.776, 1.239, 1.339], [-3.274, -0.424, 0.946], [-3.628, 0.679, -0.359], [-1.636, 1.929, -0.191], [-1.328, 1.201, 1.397], [-0.221, 0.198, -0.959], [-0.331, -0.656, 0.610], [-1.274, -1.998, -0.866], [4.418, -1.387, 0.512], [4.284, -0.107, -0.722], [2.748, 0.859, 0.756], [2.386, -0.914, -1.472]]
}